Record 1
{"formula": "C64H147AsF6N4O2P3", "method": "the ωB97M-V functional and the def2-TZVPD basis", "species": ["As", "F", "F", "F", "F", "F", "F", "C", "N", "C", "C", "C", "C", "O", "H", "H", "H", "H", "H", "H", "H", "H", "H", "H", "H", "H", "H", "H", "C", "N", "C", "C", "C", "C", "O", "H", "H", "H", "H", "H", "H", "H", "H", "H", "H", "H", "H", "H", "H", "C", "C", "N", "C", "C", "N", "C", "C", "H", "H", "H", "H", "H", "H", "H", "H", "H", "H", "H", "C", "C", "C", "C", "P", "C", "C", "C", "C", "C", "C", "C", "C", "C", "C", "C", "C", "H", "H", "H", "H", "H", "H", "H", "H", "H", "H", "H", "H", "H", "H", "H", "H", "H", "H", "H", "H", "H", "H", "H", "H", "H", "H", "H", "H", "H", "H", "H", "H", "H", "H", "H", "H", "C", "C", "C", "C", "P", "C", "C", "C", "C", "C", "C", "C", "C", "C", "C", "C", "C", "H", "H", "H", "H", "H", "H", "H", "H", "H", "H", "H", "H", "H", "H", "H", "H", "H", "H", "H", "H", "H", "H", "H", "H", "H", "H", "H", "H", "H", "H", "H", "H", "H", "H", "H", "H", "C", "C", "C", "C", "P", "C", "C", "C", "C", "C", "C", "C", "C", "C", "C", "C", "C", "H", "H", "H", "H", "H", "H", "H", "H", "H", "H", "H", "H", "H", "H", "H", "H", "H", "H", "H", "H", "H", "H", "H", "H", "H", "H", "H", "H", "H", "H", "H", "H", "H", "H", "H", "H"], "positions_angstrom": [[-0.17, -0.43, 0.50], [0.13, -0.37, -1.25], [1.57, -0.37, 0.77], [-0.27, -0.53, 2.24], [-1.86, -0.75, 0.29], [0.02, -2.18, 0.52], [-0.43, 1.32, 0.46], [0.51, 3.12, 5.94], [2.02, 3.00, 6.14], [2.56, 4.34, 6.57], [2.18, 2.02, 7.28], [2.68, 2.41, 4.92], [2.06, 1.20, 4.24], [0.95, 1.61, 3.44], [0.29, 3.87, 5.19], [0.19, 3.45, 6.93], [0.11, 2.14, 5.72], [2.43, 5.07, 5.76], [3.60, 4.18, 6.82], [1.89, 4.71, 7.34], [3.14, 2.22, 7.76], [2.12, 1.01, 6.90], [1.46, 2.22, 8.07], [3.66, 2.03, 5.22], [2.91, 3.20, 4.21], [1.77, 0.44, 4.97], [2.80, 0.68, 3.63], [0.65, 0.76, 3.06], [-0.15, -2.99, -3.26], [0.68, -4.15, -3.76], [-0.20, -5.38, -3.57], [0.96, -3.87, -5.20], [1.92, -4.32, -2.91], [3.07, -5.03, -3.60], [2.60, -6.25, -4.13], [-0.31, -3.13, -2.20], [-1.10, -2.99, -3.79], [0.37, -2.07, -3.50], [0.27, -6.35, -3.70], [-0.93, -5.26, -4.38], [-0.68, -5.33, -2.60], [0.04, -3.85, -5.79], [1.46, -4.73, -5.64], [1.56, -2.97, -5.22], [1.58, -4.76, -1.97], [2.26, -3.31, -2.70], [3.93, -5.11, -2.93], [3.39, -4.33, -4.38], [3.23, -6.56, -4.80], [-3.38, 4.00, 6.65], [-4.01, 4.04, 5.27], [-2.99, 4.17, 4.22], [-2.43, 3.09, 3.52], [-1.45, 3.58, 2.72], [-1.56, 4.96, 2.76], [-2.52, 5.27, 3.64], [-0.83, 5.90, 1.89], [-2.66, 3.18, 6.77], [-4.12, 3.77, 7.42], [-2.88, 4.93, 6.93], [-4.64, 4.91, 5.08], [-4.50, 3.07, 5.22], [-2.71, 2.12, 3.90], [-0.88, 3.16, 1.90], [-2.66, 6.24, 4.10], [0.20, 6.02, 2.19], [-1.39, 6.82, 2.03], [-0.95, 5.64, 0.84], [-0.02, -3.90, 5.13], [-0.30, -3.52, 3.65], [-0.94, -4.66, 2.85], [-2.37, -5.07, 3.30], [-3.75, -4.00, 2.72], [-3.48, -2.35, 3.33], [-4.70, -1.53, 3.64], [-4.42, -0.16, 4.28], [-3.85, -0.18, 5.70], [-5.26, -4.71, 3.14], [-5.53, -6.17, 2.68], [-6.92, -6.63, 3.10], [-7.04, -6.85, 4.62], [-3.67, -3.79, 0.91], [-4.94, -3.18, 0.28], [-4.60, -2.81, -1.16], [-5.80, -2.26, -1.98], [0.90, -3.44, 5.50], [0.03, -4.97, 5.31], [-0.70, -3.50, 5.88], [0.65, -3.31, 3.17], [-0.81, -2.56, 3.73], [-0.27, -5.48, 3.09], [-0.88, -4.39, 1.80], [-2.43, -5.11, 4.39], [-2.61, -6.12, 3.14], [-2.82, -1.79, 2.66], [-2.94, -2.41, 4.28], [-5.34, -2.00, 4.40], [-5.45, -1.40, 2.85], [-5.40, 0.32, 4.31], [-3.95, 0.53, 3.57], [-2.80, -0.50, 5.71], [-4.58, -0.73, 6.28], [-3.63, 0.82, 6.07], [-6.07, -4.06, 2.80], [-5.35, -4.72, 4.23], [-4.77, -6.81, 3.11], [-5.40, -6.21, 1.59], [-7.11, -7.57, 2.58], [-7.75, -6.05, 2.68], [-6.65, -5.97, 5.13], [-6.45, -7.72, 4.93], [-8.04, -7.10, 4.96], [-3.59, -4.81, 0.51], [-2.73, -3.26, 0.72], [-5.33, -2.31, 0.80], [-5.61, -4.04, 0.24], [-4.00, -3.51, -1.76], [-3.84, -2.01, -1.19], [-6.08, -2.96, -2.77], [-5.70, -1.23, -2.30], [-6.70, -2.22, -1.37], [2.30, 4.59, 0.28], [3.41, 4.00, -0.56], [4.05, 2.72, 0.05], [5.16, 2.31, -0.95], [5.95, 0.70, -0.56], [7.55, 0.37, -1.39], [8.31, 1.62, -1.89], [9.57, 1.16, -2.61], [10.67, 0.58, -1.70], [4.91, -0.79, -0.67], [5.55, -2.05, -0.09], [4.78, -3.36, -0.32], [3.52, -3.48, 0.59], [6.48, 0.79, 1.17], [7.37, 2.01, 1.52], [8.85, 1.62, 1.74], [9.25, 1.62, 3.20], [1.54, 3.83, 0.49], [1.93, 5.55, -0.08], [2.65, 4.84, 1.29], [4.24, 4.70, -0.63], [2.94, 3.71, -1.50], [3.29, 1.94, 0.08], [4.52, 2.90, 1.01], [5.97, 3.00, -1.20], [4.73, 2.05, -1.92], [7.22, -0.17, -2.29], [8.10, -0.39, -0.84], [8.50, 2.39, -1.15], [7.71, 2.09, -2.67], [10.02, 2.03, -3.10], [9.33, 0.44, -3.40], [10.42, -0.43, -1.37], [10.79, 1.25, -0.85], [11.66, 0.48, -2.13], [4.59, -0.90, -1.71], [4.03, -0.58, -0.05], [5.82, -1.88, 0.95], [6.49, -2.20, -0.65], [5.45, -4.19, -0.11], [4.48, -3.33, -1.37], [2.78, -2.86, 0.09], [3.66, -3.13, 1.61], [3.22, -4.52, 0.59], [6.99, -0.15, 1.38], [5.60, 0.76, 1.83], [7.00, 2.48, 2.43], [7.22, 2.78, 0.76], [9.40, 2.41, 1.20], [9.12, 0.71, 1.21], [8.65, 0.93, 3.80], [9.14, 2.59, 3.68], [10.30, 1.38, 3.35], [-5.49, 2.14, -9.46], [-5.70, 2.20, -7.95], [-4.34, 2.14, -7.29], [-4.47, 1.77, -5.80], [-2.93, 1.41, -4.91], [-1.95, 2.88, -4.49], [-0.72, 2.69, -3.61], [-0.11, 3.91, -2.94], [-0.86, 4.42, -1.68], [-3.41, 0.70, -3.32], [-4.14, 1.77, -2.43], [-4.20, 1.29, -0.98], [-4.65, 2.42, -0.07], [-1.87, 0.29, -5.94], [-1.11, 1.01, -7.03], [-0.32, 0.06, -7.93], [0.50, 0.81, -9.00], [-5.15, 3.04, -9.98], [-6.41, 1.93, -10.03], [-4.85, 1.33, -9.80], [-6.38, 1.39, -7.68], [-6.19, 3.14, -7.69], [-3.79, 3.08, -7.36], [-3.76, 1.37, -7.80], [-5.09, 0.89, -5.62], [-4.96, 2.62, -5.32], [-2.73, 3.55, -4.11], [-1.59, 3.22, -5.46], [0.04, 2.28, -4.30], [-0.68, 1.84, -2.91], [-0.09, 4.74, -3.65], [0.84, 3.57, -2.53], [-0.70, 3.78, -0.81], [-1.94, 4.41, -1.88], [-0.43, 5.40, -1.48], [-2.59, 0.22, -2.79], [-4.26, 0.04, -3.52], [-5.15, 2.05, -2.72], [-3.55, 2.69, -2.42], [-3.29, 0.87, -0.53], [-4.91, 0.46, -0.87], [-3.84, 3.10, 0.23], [-5.08, 2.10, 0.88], [-5.39, 3.03, -0.59], [-2.59, -0.46, -6.28], [-1.17, -0.12, -5.21], [-0.37, 1.66, -6.53], [-1.65, 1.73, -7.64], [-1.05, -0.65, -8.34], [0.33, -0.56, -7.31], [-0.11, 1.54, -9.53], [1.15, 0.18, -9.59], [1.15, 1.50, -8.45]], "total_charge": 5, "e_homo_ev": -18.90, "largest_force_ha_per_bohr": 0.0524, "gap_ha": 0.377, "e_lumo_ha": -0.3178, "e_tot_ev": -183778.0650, "spin_multiplicity": 1}


Record 2
{"formula": "C3H2F2I2", "method": "the ωB97M-V functional and the def2-TZVPD basis", "species": ["C", "C", "C", "F", "F", "I", "I", "H", "H"], "positions_angstrom": [[-0.62, -1.06, 0.80], [0.04, 0.05, 0.74], [0.23, 0.69, -0.68], [0.22, 2.03, -0.81], [1.46, 0.20, -1.06], [-0.96, 0.13, -2.77], [1.41, 1.03, 2.13], [-1.31, -1.28, 0.03], [-0.47, -1.78, 1.63]], "e_above_lowest_kj_mol": 63.8, "e_homo_ev": -9.82, "largest_force_ha_per_bohr": 0.0610, "smiles": "C=C(I)C(F)(F)I", "gap_ha": 0.306, "e_lumo_ha": -0.0549, "e_tot_ev": -24777.5454, "spin_multiplicity": 1}